The following is a quantum chemistry calculation of 9 unconnected molecules or ions with the total composition C33H66N6O9S3 at a distorted geometry, from the OMol25 dataset.

```
117
Properties=species:S:1:pos:R:3:forces:R:3:mulliken_charge:R:1
C 3.195261 -0.779714 -1.621387 -1.21 -0.16 0.49 -1.577
C 2.640683 -2.164084 -1.348607 0.96 0.39 -0.42 1.139
O 3.824056 -2.933556 -0.952554 -0.18 -0.12 0.31 -0.422
S 3.630384 -4.460224 -0.610786 -2.39 1.67 -1.47 1.055
C 3.673151 -5.176486 -2.200091 -0.25 -0.59 -0.11 -0.738
O 4.732992 -4.858245 0.137548 2.11 -0.79 1.25 -0.628
O 2.302862 -4.638702 -0.097891 -0.30 -0.23 0.22 -0.494
H 3.462817 -0.339600 -0.644303 0.15 0.22 -0.80 0.215
H 2.391001 -0.239491 -2.141879 0.18 0.29 0.49 0.316
H 3.986141 -0.858793 -2.353407 0.53 0.09 0.21 0.539
H 1.906291 -2.207090 -0.547997 0.02 0.05 -0.11 -0.244
H 2.268221 -2.533320 -2.298762 -0.30 -0.55 0.07 0.112
H 4.640924 -4.985278 -2.649335 0.00 0.07 -0.14 0.341
H 2.814667 -4.894008 -2.834229 0.51 0.14 0.40 0.084
H 3.593472 -6.224405 -1.933149 0.03 -0.41 -0.36 0.390
C -1.324849 -4.627251 -7.499461 -1.93 0.23 -1.11 -1.199
C -0.310999 -4.302417 -6.512458 1.55 1.64 0.26 -0.191
O -1.043140 -3.932999 -5.314556 0.19 0.14 -0.13 -0.246
S -0.275394 -4.022747 -3.942944 1.06 -0.68 -1.84 1.354
C -0.570090 -5.711146 -3.590604 -0.60 0.03 1.10 -1.034
O 1.122871 -3.911365 -4.227363 0.55 0.35 0.33 -0.778
O -0.923444 -3.108557 -3.088840 -0.48 0.15 1.03 -0.616
H -0.840226 -4.953449 -8.434663 -0.43 0.42 0.17 0.378
H -2.067147 -3.755015 -7.618649 1.24 -1.36 -0.19 0.261
H -1.883192 -5.477203 -7.101671 -0.24 -0.02 -0.27 0.295
H 0.393705 -5.103677 -6.353899 -0.03 -0.57 0.46 0.382
H 0.349192 -3.457897 -6.822789 -0.68 -0.30 0.36 0.280
H -1.621334 -5.733110 -3.406180 -0.93 -0.32 0.01 0.415
H -0.113556 -5.975608 -2.646632 0.46 -0.03 0.12 0.328
H -0.318166 -6.411288 -4.378783 0.29 0.33 -0.20 0.340
C 5.174705 0.033429 4.986177 0.68 2.11 0.53 -1.267
C 4.018616 0.818587 4.381948 0.88 0.04 0.27 0.421
O 3.551777 -0.001129 3.284536 1.44 0.29 0.14 -0.218
S 2.066709 -0.057324 2.944001 0.61 -3.05 -0.44 1.237
C 1.365727 -1.037460 4.148295 -0.95 -1.11 1.28 -0.836
O 1.479928 1.180196 3.098832 -1.59 4.30 0.24 -0.725
O 1.957646 -0.747860 1.710684 0.19 -0.38 -0.93 -0.665
H 4.853322 -0.843524 5.528610 -0.01 -0.29 -0.06 0.334
H 5.642597 0.769775 5.720996 -0.29 -1.15 -0.75 0.372
H 5.912072 -0.179519 4.190028 -0.37 -0.13 0.56 0.297
H 3.250980 1.077239 5.128124 -0.05 -0.41 -0.47 0.444
H 4.394089 1.766925 3.968555 -0.26 -0.34 -0.02 -0.305
H 1.810556 -2.027697 4.356172 -0.01 0.61 -0.49 0.311
H 0.403235 -1.153657 3.646895 -0.40 -0.41 0.58 0.132
H 1.211968 -0.493920 5.093014 0.13 -0.10 -0.44 0.359
C -4.323255 -1.428647 -0.987582 1.99 0.14 -1.14 -0.641
C -5.579818 -1.814702 -0.368325 -2.12 1.37 1.41 -0.653
C -5.619776 -1.100937 1.035511 0.29 -1.36 -0.23 0.164
C -6.935196 -1.281181 1.637536 -1.00 0.00 0.51 0.035
N -8.032968 -1.367453 1.994234 1.09 -0.03 -0.23 -0.472
H -4.199662 -1.725149 -2.013985 -0.23 -0.40 -0.63 0.388
H -3.457578 -1.859652 -0.492099 0.13 0.07 0.34 -0.189
H -4.193639 -0.350743 -1.015185 -0.04 0.22 0.27 0.384
H -5.819836 -2.878614 -0.306850 0.34 0.07 0.16 0.334
H -6.421653 -1.332961 -0.879817 0.06 -0.35 -0.34 0.420
H -5.436626 -0.041120 0.950829 0.02 0.41 -0.34 0.139
H -4.780773 -1.480729 1.636456 -0.48 -0.05 0.24 0.092
C 4.524029 4.727063 2.655785 -0.73 -0.37 0.27 -1.171
C 3.044312 4.562516 2.171404 0.05 0.05 -0.12 -0.256
C 2.942070 3.506715 1.068388 1.25 -0.36 -0.71 1.395
C 3.488116 3.907690 -0.254601 -0.49 0.04 0.63 -0.082
N 3.824223 4.212696 -1.308746 0.16 0.06 -0.10 -0.594
H 4.862099 3.771166 3.093585 -0.04 0.13 -0.51 0.202
H 4.643443 5.409743 3.506107 -0.27 0.26 -0.44 0.375
H 5.201303 5.013514 1.844827 -0.13 -0.02 0.16 0.321
H 2.561062 5.489565 1.809013 0.40 -0.28 0.46 0.340
H 2.432651 4.127732 2.968135 0.04 0.44 0.12 0.275
H 1.970533 3.062024 0.871519 -0.31 0.39 0.33 -0.805
H 3.580057 2.689709 1.403844 0.01 -0.37 -0.10 0.019
C -2.404929 -4.478609 -0.083374 -0.24 1.40 0.33 -0.731
C -1.375806 -4.977208 0.855522 0.66 -0.27 1.20 -0.802
C -0.456316 -3.873972 1.514352 0.81 -1.92 -0.79 0.952
C -1.179193 -2.870124 2.200189 -3.56 2.99 1.65 0.296
N -1.928141 -2.108468 2.700507 2.34 -1.95 -1.26 -0.660
H -3.018260 -5.279073 -0.429262 -0.35 -0.59 -0.57 0.474
H -1.992358 -3.875378 -0.883298 -0.01 -0.04 -0.39 0.027
H -3.046813 -3.841528 0.513485 -0.46 0.37 -0.15 0.202
H -0.723700 -5.678549 0.326581 0.14 -0.06 0.48 0.335
H -1.952576 -5.481863 1.657958 0.78 -0.08 -0.24 0.355
H 0.171425 -3.427369 0.733018 0.04 -0.06 0.28 -0.884
H 0.193650 -4.363290 2.267241 -0.05 0.19 -0.61 0.489
C -3.996736 5.865859 1.926012 -0.23 -0.32 -0.10 -0.897
C -3.091447 5.673826 3.129501 -0.40 -0.57 0.80 -0.556
C -2.420645 4.272177 3.179241 0.41 0.15 0.38 -0.421
C -1.205176 4.146489 2.361296 0.45 0.39 -0.68 0.114
N -0.249335 4.090413 1.711723 -0.81 0.03 0.60 -0.275
H -4.552916 6.785898 2.089426 -0.20 0.02 -0.27 0.363
H -4.692812 5.022841 1.808976 -0.03 0.26 0.31 0.289
H -3.500446 5.917802 0.962057 0.37 0.22 0.06 0.132
H -3.708102 5.806240 4.049037 0.35 -0.41 -0.52 0.323
H -2.362857 6.463163 3.210117 0.50 0.23 -0.18 0.384
H -3.123341 3.533884 2.814361 -0.19 -0.26 -0.08 0.145
H -2.106357 3.947506 4.189551 -0.32 0.37 -0.29 0.389
C -0.637625 -0.295702 -1.201179 0.08 -0.95 0.59 -0.787
C -0.178390 0.886913 -0.368632 0.46 0.08 -1.62 0.652
C -0.879074 0.930290 0.938750 -0.41 -0.10 1.28 2.147
C -2.281615 1.343400 0.846998 -0.42 1.11 -0.54 -0.365
N -3.288326 1.887346 0.674752 0.50 -0.76 0.32 -0.622
H -1.731761 -0.388647 -1.217399 0.20 0.44 -0.64 0.280
H -0.372034 -1.214556 -0.664580 0.26 -0.05 0.02 -0.225
H -0.145720 -0.383130 -2.174523 -0.48 0.23 0.00 0.468
H -0.298496 1.807486 -0.950739 -0.20 0.03 0.29 -0.536
H 0.891433 0.814820 -0.184924 0.13 -0.14 0.12 0.089
H -0.374872 1.632298 1.602672 -0.17 -0.03 0.11 -0.368
H -0.847919 -0.051737 1.415186 0.06 -0.02 0.04 -0.744
C 0.683505 6.608256 -1.653996 0.69 -0.41 -0.82 -1.194
C 0.442127 5.264262 -2.360923 -0.84 -0.10 0.38 -0.464
C -0.752739 4.495536 -1.730746 -1.21 1.21 0.30 1.158
C -1.930168 5.427868 -1.501085 2.86 -2.36 -1.13 -0.022
N -2.767766 6.172008 -1.362330 -1.98 1.68 0.40 -0.564
H -0.023330 7.385894 -1.972022 0.36 -0.18 0.14 0.409
H 1.739160 6.878878 -1.822817 -0.52 0.35 -0.19 0.380
H 0.616390 6.454546 -0.597260 -0.28 0.03 0.83 0.228
H 1.338728 4.643988 -2.229962 -0.28 0.08 -0.43 0.184
H 0.174568 5.417022 -3.414988 0.54 -0.07 0.13 0.360
H -0.538549 4.215704 -0.698466 0.35 -0.57 -0.16 -0.964
H -1.118540 3.651009 -2.346535 0.34 0.33 0.48 0.485
```
Positions in Å, forces in eV/Å.

energy	-3497.14201	Ha
structure (SMILES)	CCOS(C)(=O)=O.CCOS(C)(=O)=O.CCOS(C)(=O)=O.CCCC#N.CCCC#N.CCCC#N.CCCC#N.CCCC#N.CCCC#N
Kohn-Sham gap	10.86	eV
LUMO	0.04	eV
HOMO level	-10.821	eV
M	787.125	g mol⁻¹
total charge	0